[1]
ORCA calculation (wB97M-V/def2-TZVPD) on a cluster of 3 separate species, C13H34ClN2O4P in total at a distorted geometry.

The SMILES is COCCNCCOC.COCCNCCOC.CPCl. As for the HOMO-LUMO gap: 9.36 eV.

Structure (XYZ):
```
55
Properties=species:S:1:pos:R:3:forces:R:3:nbo_charge:R:1
H 1.416 0.729 5.566 0.0 0.1 -0.1 0.1724
P -1.621 -2.455 0.944 0.3 -0.5 -0.8 0.5561
H -1.158 -3.032 -6.253 0.0 0.0 0.0 0.1849
H -0.701 0.963 1.022 0.0 0.1 0.0 0.1872
H 0.340 2.019 4.924 -0.1 -0.2 -0.2 0.1585
H 0.413 -2.575 2.610 -0.4 -0.5 -2.3 0.2524
H 3.762 1.204 2.171 0.0 0.0 0.0 0.1927
H 0.262 -4.056 1.445 -0.4 2.5 0.0 0.2571
H -3.698 -0.475 -5.357 -0.1 0.1 -0.2 0.1598
H 2.142 -0.458 1.479 0.1 0.0 0.0 0.1795
H -1.884 -1.845 -2.166 -0.1 0.2 0.0 0.1829
C -2.354 -0.878 -1.962 -0.3 0.2 0.2 -0.2430
C -1.548 -2.061 -5.941 0.3 -0.1 0.5 -0.0712
H -4.001 -1.611 -6.710 0.0 0.1 0.0 0.1716
H -1.861 0.004 -4.414 0.2 0.0 -0.1 0.3537
H 0.954 -2.439 0.752 -1.8 -0.6 1.4 0.2477
C -0.137 -0.021 -2.267 0.1 0.5 0.0 -0.0847
C -0.070 0.609 -3.673 -0.4 0.0 0.1 -0.2486
H 3.492 1.508 5.479 -0.2 -0.1 -0.1 0.1628
O -1.406 0.126 -1.627 0.5 -0.4 -0.2 -0.5583
H -0.401 -1.984 -4.137 0.1 -0.2 -0.1 0.1695
O 1.894 2.701 6.105 0.4 -0.4 -0.3 -0.5463
H -4.746 -1.885 -5.120 0.2 0.0 0.0 0.1943
C -0.548 1.051 2.103 0.0 -0.2 0.2 -0.2552
H -1.446 0.689 2.612 0.2 0.0 0.0 0.1907
H 0.192 -1.066 -2.253 -0.2 -0.1 -0.1 0.1656
H -0.398 2.099 2.375 -0.1 0.1 -0.1 0.1651
H -2.960 -0.555 -2.808 -0.1 -0.1 -0.2 0.1561
H 0.271 1.572 6.624 0.1 0.1 -0.1 0.1893
H 3.876 3.098 6.096 -0.1 0.0 -0.1 0.1912
C 3.230 3.183 4.059 -0.4 0.0 0.1 -0.2490
O -2.749 -2.320 -5.205 0.0 0.4 -0.4 -0.5548
C 2.798 1.194 2.687 -0.7 0.2 -0.2 -0.2422
H 2.899 0.590 3.596 0.1 -0.2 -0.1 0.1690
H -1.737 -1.479 -6.852 -0.1 0.1 0.2 0.1781
H 0.974 0.633 -4.007 -0.1 -0.1 0.0 0.1915
H -0.398 1.650 -3.591 0.1 -0.1 0.1 0.2047
H 4.274 3.208 3.725 -0.1 -0.1 0.0 0.1913
C 3.163 2.553 5.465 0.1 0.5 0.1 -0.0861
H 1.563 1.095 0.880 -0.1 0.1 0.2 0.1807
N -0.892 -0.003 -4.723 0.2 -0.2 0.1 -0.6265
C 0.159 -2.873 1.499 0.9 -1.1 1.4 -0.9680
C 1.752 0.514 1.792 0.3 -0.1 0.5 -0.0698
N 2.408 2.571 3.009 0.2 -0.3 0.1 -0.6264
O 0.551 0.255 2.527 0.0 0.3 -0.4 -0.5660
Cl -2.849 -4.136 1.535 0.9 1.1 0.2 -0.3289
C 0.946 1.697 5.771 -0.1 0.2 0.4 -0.2458
H 0.462 -1.370 -5.562 0.0 0.0 0.0 0.1919
H -2.167 -1.361 1.736 0.6 -1.1 0.3 -0.0209
H -3.029 -1.003 -1.109 0.2 0.0 -0.1 0.1897
H 1.439 2.578 3.318 0.2 0.0 -0.1 0.3528
C -3.848 -1.523 -5.630 0.0 -0.3 0.2 -0.2460
H 2.902 4.224 4.142 0.1 -0.1 0.1 0.2053
C -0.502 -1.380 -5.045 -0.7 0.2 -0.2 -0.2427
H 0.576 0.524 -1.637 -0.1 0.0 0.0 0.1841
```
Positions in Å, forces in eV/Å.


[2]
ORCA calculation (wB97M-V/def2-TZVPD) on the molecule C7H10O4S at a distorted geometry.

The SMILES is CC(=O)OCCSC(=O)C(C)=O. Its relative energy (zero: lowest compared OMol25 entry of this formula, charge and spin) is 14.9 kcal/mol. As for the HOMO-LUMO gap: 9.27 eV.

Structure (XYZ):
```
22
Properties=species:S:1:pos:R:3:forces:R:3:nbo_charge:R:1
H -0.820 2.494 -1.366 -0.4 0.1 0.0 0.2360
H -1.758 -2.623 -1.203 0.2 -0.3 0.0 0.2297
C -1.850 -1.419 0.589 -0.4 -1.1 -3.0 -0.0929
O 2.528 0.477 -1.414 -0.6 0.8 -2.1 -0.4658
C 3.690 -0.233 0.487 2.6 -0.3 -1.2 -0.7284
C 2.563 -0.194 -0.444 1.5 0.0 1.8 0.4849
C -1.563 1.699 -1.293 2.0 -1.7 -2.5 -0.7267
H -1.448 1.036 -2.270 0.0 1.2 2.0 0.2402
H 3.266 -0.090 1.402 -0.9 0.8 2.9 0.2509
O 1.144 -1.120 1.307 1.1 0.3 -1.4 -0.5324
H -0.541 -3.146 0.036 -0.2 -1.4 1.0 0.2368
H 4.247 -1.143 0.623 -0.4 -1.1 -0.4 0.2477
S 0.310 -1.446 -1.204 -0.1 -0.1 -0.3 0.1784
O -2.136 -0.205 -0.104 0.5 0.1 0.3 -0.5479
H -1.278 -1.249 1.419 1.0 0.4 2.4 0.2169
H 4.517 0.433 0.277 -0.4 0.8 -0.3 0.2387
C -1.113 -2.360 -0.367 1.7 2.6 -1.1 -0.4921
C -1.200 0.839 -0.110 -2.4 0.2 -0.6 0.8207
C 1.390 -0.909 0.131 -3.1 -1.9 0.6 0.3355
H -2.573 2.016 -1.372 -0.8 0.4 0.6 0.2448
O -0.396 1.103 0.725 0.1 -0.5 0.3 -0.5752
H -2.741 -2.029 0.666 -0.8 0.8 1.1 0.2002
```
Positions in Å, forces in eV/Å.


[3]
ORCA calculation (wB97M-V/def2-TZVPD) on a structure of composition C11H10N5ORhS3.

Its relative energy (zero: lowest compared OMol25 entry of this formula, charge and spin) is 12.0 kcal/mol. The charge is +1. As for the HOMO-LUMO gap (spin up / spin down): 8.08 / 7.48 eV. The spin multiplicity is 2.

Structure (XYZ):
```
31
Properties=species:S:1:pos:R:3:forces:R:3:mulliken_spin:R:1
S 2.209 -4.092 -0.994 0.0 0.2 0.1 0.0032
C 1.540 0.472 2.918 0.1 -0.1 0.1 0.0194
N -1.426 1.510 -1.545 -0.2 0.0 0.4 0.0088
C -2.261 1.508 -0.483 0.1 0.0 -0.5 -0.0075
H -0.325 -1.765 -2.132 0.0 0.0 0.0 -0.0013
C -3.790 2.813 -1.798 0.0 0.0 -0.1 -0.0075
H 3.621 -3.949 1.025 0.0 0.0 0.0 0.0002
S -1.770 0.615 0.907 -0.3 0.4 0.4 0.1028
H 3.894 -2.099 3.268 0.0 0.0 0.0 0.0000
N 0.246 -2.595 -2.117 0.0 0.0 0.0 0.0082
H -3.108 3.270 -3.807 0.0 0.0 0.0 0.0003
N 0.766 1.544 3.115 0.0 0.1 0.0 0.0106
H -4.158 2.190 0.222 0.0 0.0 0.0 -0.0016
C 2.236 -2.256 0.758 0.4 -0.8 0.0 0.0066
H 0.183 -3.249 -2.875 0.0 0.0 0.0 -0.0001
Rh 0.236 -0.057 0.231 0.8 -0.1 -0.1 0.8053
O -0.230 0.921 -1.431 -0.2 -0.4 -0.5 0.0429
H -4.732 3.333 -1.903 0.0 0.0 0.0 -0.0005
C -3.482 2.186 -0.620 0.1 -0.1 0.0 0.0028
C -2.888 2.781 -2.870 0.0 0.0 0.0 0.0070
C 2.326 -1.372 1.905 0.6 0.0 0.7 -0.0055
H -0.928 2.037 -3.465 0.0 0.0 0.0 -0.0001
C -1.704 2.122 -2.720 -0.1 0.0 0.1 -0.0088
S 2.760 -0.043 4.029 -0.1 -0.1 -0.2 -0.0003
H 0.882 2.143 3.911 0.0 0.0 0.0 0.0000
N 1.432 -0.310 1.862 -0.4 -0.1 0.4 -0.0102
C 3.123 -1.399 3.004 -0.5 0.3 -0.5 0.0032
C 1.134 -2.741 -1.125 0.2 -0.1 -0.1 0.0192
H 0.065 1.767 2.422 0.0 0.0 0.0 -0.0049
N 1.282 -1.861 -0.162 -0.1 0.2 -0.4 0.0022
C 2.865 -3.425 0.470 -0.5 0.5 0.0 0.0055
```
Positions in Å, forces in eV/Å.